# C6H7FN2

C6H7FN2 in the gas phase in a non-equilibrium geometry (ωB97M-V/def2-TZVPD, OMol25).

Results
E_HOMO in eV: -7.5
Multiplicity: 1
Structure (SMILES): F/C=C1\C=NNC12CC2
DFT total energy in eV: -12029.464
Orbital gap in eV: 8.362

XYZ file:
```
16
C6H7FN2 | OMol25 | ωB97M-V/def2-TZVPD
F -3.18 0.69 0.08
N 1.08 -1.28 0.73
N 0.14 -2.00 1.35
C 1.28 1.19 -0.18
C -0.91 -0.19 0.34
C -1.87 0.71 -0.09
C 0.56 -0.12 0.04
C 0.94 0.33 -1.38
C -1.00 -1.43 1.08
H -1.61 1.55 -0.64
H 0.48 2.08 -0.05
H -1.91 -1.77 1.67
H 2.25 1.27 0.10
H 2.08 -1.44 0.83
H 0.00 0.61 -1.81
H 1.68 -0.19 -2.08
```


# C3H4FeO3

A molecular structure, C3H4FeO3 in a non-equilibrium geometry (ωB97M-V/def2-TZVPD, OMol25).

Results
E_HOMO (spin up / spin down) in eV: -2.8 / -4.6
Net charge: -1
Multiplicity: 6
DFT total energy in eV: -43704.593
Orbital gap (spin up / spin down) in eV: 6.784 / 8.116

XYZ file:
```
11
C3H4FeO3 | OMol25 | ωB97M-V/def2-TZVPD
Fe 0.55 2.08 0.51
O -2.83 0.64 0.39
O -1.31 2.19 -0.19
O -0.68 0.47 1.02
C 0.42 -1.26 0.01
C -1.68 1.11 0.42
C 1.49 -0.64 -0.63
H 2.49 -0.78 -0.22
H 1.41 -0.45 -1.71
H 0.60 -1.80 0.94
H -0.46 -1.57 -0.56
```


# C13H41NO8

8 unconnected molecules or ions with the total composition C13H41NO8 in a non-equilibrium geometry (ωB97M-V/def2-TZVPD, OMol25).

Results
E_HOMO in eV: -9.3
Multiplicity: 1
Structure (SMILES): CC1(C)CCCC(C)(C)N1O.CO.CO.CO.CO.O.O.O
DFT total energy in eV: -32013.439
Orbital gap in eV: 9.987

XYZ file:
```
63
C13H41NO8 | OMol25 | ωB97M-V/def2-TZVPD
O -3.84 -14.26 -6.02
O -1.97 -16.60 -6.60
O -2.79 -15.92 -9.16
O -5.50 -16.97 -9.56
O -6.32 -15.64 -7.20
O -3.07 -19.99 -8.41
O -4.13 -11.57 -3.68
O -3.37 -18.59 -10.95
N -4.14 -11.51 -5.12
C -1.73 -11.76 -5.34
C -5.77 -9.53 -4.83
C -2.36 -17.77 -5.94
C -4.22 -9.90 -7.58
C -4.42 -20.26 -7.93
C -3.04 -10.73 -7.19
C -2.56 -9.48 -5.01
C -5.46 -10.84 -5.50
C -2.72 -14.49 -9.19
C -6.48 -11.88 -5.12
C -2.91 -10.80 -5.65
C -7.43 -14.73 -7.27
C -5.43 -10.65 -7.06
H -3.10 -8.53 -5.26
H -2.58 -9.60 -3.94
H -2.02 -12.80 -5.59
H -3.14 -11.77 -7.51
H -6.72 -9.14 -5.24
H -7.45 -11.65 -5.61
H -4.23 -9.86 -8.67
H -7.98 -14.96 -6.37
H -4.62 -16.60 -9.39
H -5.91 -9.73 -3.79
H -6.33 -10.08 -7.33
H -2.67 -17.93 -11.06
H -0.87 -11.47 -5.82
H -7.08 -13.66 -7.32
H -2.53 -19.96 -7.60
H -8.04 -14.88 -8.12
H -3.56 -12.36 -3.59
H -4.34 -20.99 -7.15
H -4.97 -20.65 -8.82
H -1.43 -9.22 -5.26
H -5.00 -8.86 -5.14
H -4.22 -8.92 -7.12
H -6.20 -16.28 -7.96
H -3.25 -18.22 -6.29
H -3.37 -14.20 -10.03
H -5.48 -11.56 -7.67
H -5.35 -17.71 -10.19
H -6.68 -11.81 -3.97
H -3.04 -14.10 -8.27
H -1.46 -18.45 -6.11
H -4.72 -14.51 -6.32
H -1.48 -11.74 -4.27
H -4.03 -13.35 -5.66
H -2.38 -17.57 -4.87
H -2.04 -10.40 -7.62
H -3.05 -19.19 -10.31
H -4.97 -19.38 -7.56
H -2.62 -15.97 -6.20
H -6.22 -12.92 -5.44
H -1.73 -14.10 -9.40
H -2.54 -16.16 -8.23
```